No. 1
Density functional theory data (ωB97M-V/def2-TZVPD) for a cluster of 2 separate species, C8H10Br2Si in total.

Structure (ORCA input):
```
! wB97M-V def2-TZVPD RIJCOSX def2/J DEFGRID3
* xyz 0 1
C 0.9818 0.2751 -1.6593
C -0.3683 0.1162 -1.9309
C 0.5554 -0.2148 0.6481
C 1.4499 0.1134 -0.3610
C -0.8127 -0.3795 0.4071
C -1.1984 -0.2119 -0.8932
C 2.9069 0.2951 -0.0630
C -1.7587 -0.7175 1.5171
Si -3.9761 -0.0621 -1.9998
Br -4.7907 -2.0712 -2.5045
Br -3.6505 1.0872 -3.8725
H 1.6607 0.5387 -2.4564
H -0.7388 0.2630 -2.9333
H 0.9162 -0.3330 1.6598
H 3.0723 0.4141 1.0029
H 3.4699 -0.5722 -0.4035
H 3.2987 1.1692 -0.5795
H -1.5840 -0.0727 2.3778
H -2.7891 -0.5924 1.1872
H -1.6172 -1.7493 1.8324
H -4.9553 0.6170 -1.1749
*
```

Calculated values
- Orbital gap (spin up / spin down): 0.28264 / 0.28101 Eh
- F_max: 2.74 eV/A

No. 2
Density functional theory data (ωB97M-V/def2-TZVPD) for the molecule C2H3Cl2F2N.

Structure (ORCA input):
```
! wB97M-V def2-TZVPD RIJCOSX def2/J DEFGRID3
* xyz 0 1
C -0.1685 0.3759 -1.2028
C 0.4795 0.1193 0.1955
F 1.7542 -0.4253 0.1010
F 0.6053 1.1998 1.0511
N -0.2451 -0.9060 0.8682
Cl 0.3104 -1.3672 2.4863
Cl -1.9330 -0.5532 0.8309
H 0.4370 1.1955 -1.6143
H -0.1336 -0.5255 -1.6414
H -1.1060 0.8867 -1.0745
*
```

Calculated values
- SMILES: CC(F)(F)N(Cl)Cl
- Orbital gap: 0.36346 Eh
- F_max: 5.98 eV/A

How do the records compare in ΔE to the lowest compared entry with this formula, charge and spin? In the order shown, they have 49.29; 0.00 kcal/mol.